(1)
{"formula": "C20H29N3O3S", "method": "ωB97M-V/def2-TZVPD", "homo_energy_ev": -7.4, "total_energy_ev": -42639.5660, "total_charge": 0, "smiles": "c1cc(CCCCn2cccc2)c2nsnc2c1.COCCOCCOC", "e_above_lowest_ev": 20.4476, "largest_force_ev_per_a": 7.23, "elements": ["C", "C", "C", "C", "C", "C", "C", "N", "C", "C", "C", "C", "C", "N", "S", "N", "C", "C", "H", "H", "H", "H", "H", "H", "H", "H", "H", "H", "H", "H", "H", "H", "H", "C", "O", "C", "C", "O", "C", "C", "O", "C", "H", "H", "H", "H", "H", "H", "H", "H", "H", "H", "H", "H", "H", "H"], "xyz": [[2.47, -2.69, -1.32], [1.31, -1.58, -0.86], [1.04, -0.21, -1.76], [-0.13, 0.89, -1.35], [-1.14, 0.99, -2.66], [-2.64, 0.37, -2.42], [-2.68, -1.21, -1.98], [-2.38, -2.19, -3.09], [-1.01, -2.66, -3.58], [-0.97, -3.77, -4.80], [-2.58, -4.00, -5.04], [-3.35, -3.01, -3.97], [2.00, -0.06, -3.12], [1.98, 1.06, -4.16], [3.18, 0.67, -5.38], [3.91, -0.86, -4.89], [3.16, -1.16, -3.61], [3.40, -2.51, -2.70], [2.65, -3.67, -0.71], [0.69, -1.82, 0.12], [-0.66, 0.53, -0.37], [0.40, 1.93, -1.19], [-1.26, 2.15, -2.88], [-0.67, 0.53, -3.65], [-3.29, 0.63, -3.36], [-3.11, 0.99, -1.52], [-3.79, -1.42, -1.61], [-2.00, -1.44, -1.04], [0.07, -2.37, -3.23], [-0.03, -4.26, -5.31], [-2.98, -4.77, -5.83], [-4.52, -3.01, -3.93], [4.18, -3.35, -2.99], [0.73, 4.72, 4.24], [0.05, 3.49, 4.44], [-0.88, 3.19, 3.40], [-0.86, 1.69, 3.07], [0.31, 1.26, 2.37], [1.54, 1.25, 3.11], [1.60, 0.21, 4.24], [0.79, 0.62, 5.34], [0.13, -0.46, 5.98], [0.06, 5.56, 4.44], [1.57, 4.77, 4.94], [1.14, 4.79, 3.22], [-0.66, 3.77, 2.49], [-1.87, 3.47, 3.77], [-1.69, 1.49, 2.40], [-1.03, 1.08, 3.96], [1.78, 2.25, 3.47], [2.32, 0.99, 2.38], [2.63, 0.12, 4.60], [1.27, -0.76, 3.84], [-0.38, -1.10, 5.24], [-0.63, -0.05, 6.65], [0.84, -1.05, 6.56]]}

---

(2)
{"formula": "C28H22Cl3N3O4Ti", "method": "ωB97M-V/def2-TZVPD", "homo_energy_ev": [-11.1, -11.4], "total_energy_ev": -102730.9943, "total_charge": 1, "spin_multiplicity": 2, "e_above_lowest_ev": 0.0000, "largest_force_ev_per_a": 0.82, "elements": ["Ti", "C", "C", "C", "C", "C", "C", "N", "N", "C", "C", "C", "C", "C", "C", "H", "H", "H", "H", "H", "H", "H", "H", "H", "C", "O", "C", "C", "C", "C", "C", "C", "N", "C", "C", "C", "C", "C", "C", "C", "O", "H", "H", "H", "H", "H", "H", "H", "H", "H", "H", "H", "H", "H", "Cl", "C", "Cl", "Cl", "C", "O", "O"], "xyz": [[0.17, 0.20, 0.29], [-3.43, 1.99, 4.27], [-3.20, 0.69, 4.69], [-2.39, -0.16, 3.95], [-1.82, 0.32, 2.77], [-2.04, 1.63, 2.35], [-2.85, 2.46, 3.10], [-1.01, -0.50, 1.93], [-0.90, -1.70, 2.26], [-0.14, -2.49, 1.38], [-0.02, -3.84, 1.71], [0.66, -4.67, 0.84], [1.20, -4.15, -0.33], [1.10, -2.79, -0.62], [0.42, -1.92, 0.22], [-4.05, 2.65, 4.87], [-3.64, 0.33, 5.61], [-2.20, -1.17, 4.27], [-1.59, 2.00, 1.44], [-3.02, 3.48, 2.78], [-0.45, -4.20, 2.63], [0.77, -5.73, 1.07], [1.74, -4.81, -1.01], [1.58, -2.42, -1.52], [-3.36, -3.97, 1.10], [-3.01, -3.05, 0.08], [-3.54, -1.80, 0.15], [-4.35, -1.33, 1.17], [-4.85, -0.04, 1.10], [-4.56, 0.79, 0.02], [-3.74, 0.33, -0.99], [-3.21, -0.95, -0.92], [-2.46, -1.57, -1.95], [-1.82, -1.10, -2.98], [-1.44, 0.24, -3.32], [-1.39, 0.56, -4.69], [-1.04, 1.82, -5.11], [-0.67, 2.77, -4.16], [-0.64, 2.47, -2.81], [-1.01, 1.20, -2.37], [-0.91, 0.88, -1.09], [-4.44, -4.13, 1.13], [-3.00, -3.62, 2.07], [-2.86, -4.90, 0.85], [-4.60, -1.96, 2.01], [-5.48, 0.33, 1.90], [-4.96, 1.79, -0.03], [-3.52, 0.96, -1.84], [-2.50, -2.58, -1.88], [-1.55, -1.87, -3.70], [-1.68, -0.20, -5.42], [-1.04, 2.07, -6.16], [-0.37, 3.76, -4.48], [-0.31, 3.19, -2.08], [2.46, 0.64, -1.03], [3.13, 1.17, 0.60], [4.75, 1.73, 0.40], [3.05, -0.25, 1.67], [2.12, 2.27, 1.11], [2.51, 3.38, 1.29], [0.93, 1.79, 1.27]]}

---

(3)
{"formula": "C4H14N2P", "method": "ωB97M-V/def2-TZVPD", "homo_energy_ev": -12.3, "total_energy_ev": -16633.7052, "total_charge": 1, "e_above_lowest_ev": 4.4630, "largest_force_ev_per_a": 5.69, "elements": ["C", "C", "C", "C", "N", "N", "P", "H", "H", "H", "H", "H", "H", "H", "H", "H", "H", "H", "H", "H", "H"], "xyz": [[3.16, 0.54, -0.36], [-3.37, 0.65, 0.49], [0.74, 0.62, -0.29], [-0.56, 0.19, 0.18], [0.18, -2.13, 0.05], [1.93, 0.13, 0.24], [-2.16, -0.18, -0.59], [3.00, 0.52, -1.36], [3.25, 1.69, -0.08], [3.96, 0.06, 0.07], [-3.50, 0.13, 1.52], [-4.29, 0.62, 0.09], [-3.27, 1.66, 0.49], [0.71, 1.74, 0.00], [0.75, 0.81, -1.29], [-0.81, -0.02, 1.27], [0.31, -2.57, 0.93], [-0.79, -2.27, -0.19], [0.71, -2.63, -0.67], [2.11, -0.13, 1.20], [-2.07, 0.56, -1.71]]}

---

(4)
{"formula": "C4H12N2O", "method": "ωB97M-V/def2-TZVPD", "homo_energy_ev": -9.5, "total_energy_ev": -9369.0590, "total_charge": 0, "smiles": "CC(C)C=O.NN", "e_above_lowest_ev": 2.1348, "largest_force_ev_per_a": 0.46, "elements": ["C", "C", "C", "C", "O", "H", "H", "H", "H", "H", "H", "H", "H", "N", "N", "H", "H", "H", "H"], "xyz": [[1.76, 1.31, 0.54], [0.85, 0.19, 0.04], [1.58, -0.74, -0.93], [0.23, -0.58, 1.17], [-0.18, -1.70, 1.11], [1.22, 1.98, 1.21], [2.61, 0.90, 1.08], [2.13, 1.89, -0.29], [-0.01, 0.63, -0.49], [0.93, -1.57, -1.21], [1.87, -0.21, -1.83], [2.47, -1.15, -0.46], [0.15, 0.01, 2.11], [-2.94, 0.26, 0.19], [-2.17, -0.10, -0.96], [-2.29, 0.40, 0.96], [-3.59, -0.47, 0.47], [-2.77, 0.01, -1.77], [-1.85, -1.07, -0.92]]}

---

(5)
{"formula": "C19H33F2NO14S3", "method": "ωB97M-V/def2-TZVPD", "homo_energy_ev": -10.2, "total_energy_ev": -88330.2852, "total_charge": 0, "smiles": "O=C1OC[C@@H](F)O1.O=C1OC[C@@H](F)O1.C[N+](=O)[O-].O=S1(=O)CCCC1.O=S1(=O)CCCC1.O=S1(=O)CCCC1", "e_above_lowest_ev": 0.0000, "largest_force_ev_per_a": 2.04, "elements": ["O", "C", "O", "C", "C", "F", "O", "H", "H", "H", "O", "C", "O", "C", "C", "F", "O", "H", "H", "H", "C", "N", "O", "O", "H", "H", "H", "O", "S", "O", "C", "C", "C", "C", "H", "H", "H", "H", "H", "H", "H", "H", "O", "S", "O", "C", "C", "C", "C", "H", "H", "H", "H", "H", "H", "H", "H", "O", "S", "O", "C", "C", "C", "C", "H", "H", "H", "H", "H", "H", "H", "H"], "xyz": [[2.39, -1.11, -0.60], [3.01, -1.62, 0.27], [2.49, -2.34, 1.27], [3.57, -2.62, 2.20], [4.72, -2.68, 1.22], [4.72, -3.87, 0.54], [4.36, -1.63, 0.35], [3.67, -1.78, 2.89], [3.35, -3.56, 2.69], [5.69, -2.59, 1.69], [0.20, 3.04, -0.02], [0.20, 2.07, -0.70], [-0.70, 1.07, -0.62], [-0.28, -0.01, -1.44], [0.81, 0.60, -2.29], [0.47, 0.82, -3.60], [1.11, 1.81, -1.66], [0.09, -0.87, -0.88], [-1.10, -0.42, -2.02], [1.70, -0.03, -2.32], [4.21, -2.38, -2.82], [2.84, -2.96, -2.58], [2.80, -3.99, -1.96], [1.88, -2.32, -2.94], [4.69, -2.98, -3.59], [4.67, -2.45, -1.84], [4.13, -1.33, -3.09], [-1.68, -5.05, -1.54], [-2.20, -3.77, -2.03], [-1.97, -2.55, -1.27], [-1.72, -3.53, -3.74], [-3.02, -3.70, -4.56], [-4.12, -4.41, -3.76], [-3.98, -3.94, -2.31], [-0.93, -4.26, -3.91], [-1.37, -2.50, -3.77], [-3.37, -2.68, -4.74], [-2.85, -4.16, -5.53], [-3.95, -5.48, -3.85], [-5.12, -4.12, -4.08], [-4.28, -4.48, -1.42], [-4.37, -2.93, -2.21], [3.90, 1.30, 1.22], [3.49, 1.23, 2.62], [4.28, 0.53, 3.62], [3.16, 2.99, 3.15], [1.71, 3.15, 2.72], [0.97, 1.91, 3.19], [1.75, 0.69, 2.65], [3.92, 3.56, 2.63], [3.25, 2.96, 4.24], [1.28, 4.05, 3.16], [1.73, 3.27, 1.64], [-0.09, 1.79, 2.94], [0.96, 1.87, 4.29], [1.51, 0.61, 1.59], [1.70, -0.22, 3.24], [-5.95, 3.06, 2.28], [-5.04, 4.19, 2.36], [-5.48, 5.45, 2.94], [-3.46, 3.68, 3.10], [-2.40, 4.35, 2.24], [-2.84, 4.06, 0.81], [-4.31, 4.48, 0.73], [-3.38, 2.60, 2.90], [-3.47, 3.73, 4.19], [-2.40, 5.43, 2.43], [-1.41, 3.97, 2.47], [-2.71, 2.98, 0.71], [-2.19, 4.43, 0.01], [-4.97, 4.04, -0.01], [-4.29, 5.55, 0.51]]}

---

(6)
{"formula": "C5H5NO2", "method": "ωB97M-V/def2-TZVPD", "homo_energy_ev": -9.0, "total_energy_ev": -10844.8870, "total_charge": 0, "smiles": "Oc1onc2c1CC2", "e_above_lowest_ev": 6.4279, "largest_force_ev_per_a": 5.91, "elements": ["O", "C", "O", "N", "C", "C", "C", "C", "H", "H", "H", "H", "H"], "xyz": [[-2.84, -0.39, 0.02], [-1.63, 0.14, 0.02], [-1.58, 1.54, 0.17], [-0.16, 2.09, -0.09], [0.36, 0.97, -0.28], [-0.38, -0.20, -0.27], [0.98, -0.97, 0.06], [1.71, 0.32, 0.11], [-3.35, -1.35, -0.37], [0.74, -1.60, 0.97], [1.32, -1.78, -0.66], [2.36, 0.65, 0.93], [2.47, 0.58, -0.61]]}